#i
Here is a 2-piece molecular cluster, C3H5F overall from OMol25. Energies are from ωB97M-V/def2-TZVPD.

Geometry as ORCA input:
```
! RIJCOSX wB97M-V def2-TZVPD def2/J DEFGRID3
* xyz 0 1
C 0.2246 1.2373 2.1039
C 0.9607 0.9335 1.2348
F 1.8474 0.5054 0.4448
H -0.2315 1.5717 3.0141
C -0.5466 -0.9122 -1.3232
H 0.3343 -0.6115 -0.7734
H -0.7460 -1.9302 -1.0954
H -0.4841 -0.6697 -2.3755
H -1.3587 -0.1243 -1.2300
*
```

Its SMILES is C#CF.C. As for the HOMO-LUMO gap: 0.426 Ha. As for the LUMO energy: 0.0339 Ha. The HOMO energy comes out at -10.662 eV.

=====

#ii
Here is a 2-piece molecular cluster, C3H5F overall from OMol25. Energies are from ωB97M-V/def2-TZVPD.

Geometry as ORCA input:
```
! RIJCOSX wB97M-V def2-TZVPD def2/J DEFGRID3
* xyz 0 1
C -2.1130 -0.1334 0.0537
C 0.8761 -0.2541 -0.0754
C 1.9389 0.4728 0.0710
F 3.1215 -0.2488 -0.0449
H -2.4829 -0.4614 -0.9052
H -1.6507 0.7793 -0.1790
H -2.3591 -0.4730 1.0901
H 0.7756 -1.2400 -0.3603
H 1.8936 1.5586 0.3499
*
```

As for the HOMO-LUMO gap (alpha / beta): 0.311 / 0.369 Ha. As for the LUMO energy (alpha / beta): -0.0225 / 0.0017 Ha. The HOMO energy (alpha / beta) comes out at -9.087 / -10.004 eV.

=====

The structures above, arranged from the most stable to the least stable: #i, #ii.